Record 1
# C4H13BClN3O4Pt

C4H13BClN3O4Pt as an isolated structure (the ωB97M-V functional and the def2-TZVPD basis, OMol25).

The geometry in ORCA input format:
```
! RIJCOSX wB97M-V def2-TZVPD def2/J DEFGRID3
* xyz 0 1
N -0.117 -1.692 -0.057
Pt -0.996 0.515 -0.508
Cl -3.477 -0.512 0.316
H 1.249 1.218 2.748
H 2.339 0.630 -4.436
O -3.201 -1.908 0.245
H 2.023 -0.726 1.291
H -0.796 -1.748 1.907
H 0.719 -1.862 -0.605
C 1.116 -0.751 1.906
H 1.441 -1.079 2.895
H 0.580 -2.804 1.609
C 0.157 -1.821 1.382
H 3.062 1.986 -3.138
C 0.576 0.667 2.087
O -2.304 0.156 1.035
H -0.408 0.643 2.555
H 0.196 2.381 0.978
N 0.448 1.413 0.812
B 2.109 1.633 -3.800
N 0.200 0.955 -1.981
H 1.332 1.418 0.309
H -0.822 -2.361 -0.347
H 1.673 2.525 -4.486
O -4.642 -0.220 1.049
O -3.451 0.092 -0.999
C 0.993 1.254 -2.766
*
```

Record 2
# C4H13N

C4H13N as an isolated structure (the ωB97M-V functional and the def2-TZVPD basis, OMol25).

The geometry in ORCA input format:
```
! RIJCOSX wB97M-V def2-TZVPD def2/J DEFGRID3
* xyz 0 1
H -2.440 0.089 1.511
H -0.364 0.698 2.632
H -0.256 2.017 1.197
H 2.531 0.325 -0.339
H -1.579 1.840 0.240
C 1.828 -0.502 -0.224
C -0.352 -1.521 -1.048
H 1.042 -0.376 -2.226
H -0.759 -1.551 -0.033
N -0.721 1.153 1.802
H 1.473 -0.492 0.812
H 2.377 -1.436 -0.372
H 0.113 -2.493 -1.239
H -1.191 -1.410 -1.738
H 0.160 0.578 -1.055
C 0.658 -0.384 -1.201
H -0.735 2.577 0.110
C -1.785 0.887 1.168
*
```

Record 3
# C4H13N

A 2-piece molecular cluster, C4H13N overall (the ωB97M-V functional and the def2-TZVPD basis, OMol25).

The geometry in ORCA input format:
```
! RIJCOSX wB97M-V def2-TZVPD def2/J DEFGRID3
* xyz 1 2
H -0.534 -3.358 1.531
H 1.103 -1.775 -0.374
H -0.592 -1.402 2.819
C -0.508 2.698 -0.929
H -1.591 2.809 -0.859
H 0.653 -2.336 3.465
C 0.322 -2.653 1.447
H 1.232 -3.245 1.399
C 0.139 -1.893 0.111
C 0.054 2.807 -2.326
H 1.129 2.631 -2.279
H -0.441 1.717 -0.429
H -0.253 -0.898 0.324
H -0.317 2.046 -3.013
H -0.123 3.783 -2.764
H 0.002 3.352 -0.229
H -0.570 -2.411 -0.521
N 0.295 -1.873 2.627
*
```

Values from the calculation:
- ⟨S²⟩ = 0.75

Record 4
# C4H13N2

A 2-piece molecular cluster, C4H13N2 overall (the ωB97M-V functional and the def2-TZVPD basis, OMol25).

The geometry in ORCA input format:
```
! RIJCOSX wB97M-V def2-TZVPD def2/J DEFGRID3
* xyz 1 1
H 2.663 1.316 0.904
H 3.214 0.172 -0.167
H -2.110 1.620 0.678
H -1.987 -0.835 0.801
C 1.060 0.922 -0.334
N 2.469 0.893 0.097
C 0.473 -0.292 0.348
H -1.935 1.613 -1.107
H 0.614 -2.585 0.580
H 1.853 -1.657 -0.272
C -2.211 0.960 -0.151
H 0.961 0.907 -1.358
H 0.553 -0.186 1.526
H 0.508 1.882 -0.047
H 0.418 -1.961 -1.220
N -1.505 -0.317 0.044
C 0.833 -1.649 -0.163
H -3.254 0.674 -0.226
H -1.673 -0.878 -0.785
*
```

Record 5
# C4H13N2

A 2-piece molecular cluster, C4H13N2 overall (the ωB97M-V functional and the def2-TZVPD basis, OMol25).

The geometry in ORCA input format:
```
! RIJCOSX wB97M-V def2-TZVPD def2/J DEFGRID3
* xyz 1 1
H -1.819 -1.992 -2.904
H 2.692 2.072 0.636
H -1.146 -0.029 2.582
H -2.220 -0.330 -2.186
N 0.048 -0.068 0.842
H 0.854 1.314 2.178
H 2.802 0.335 0.886
H 0.624 -0.844 1.173
H 2.116 0.992 -0.607
H -1.718 -1.116 1.276
H 0.221 2.007 0.669
N -0.346 -1.028 -1.801
C -1.502 -1.138 -2.308
H -1.907 0.636 1.117
C -1.275 -0.150 1.514
C 0.812 1.197 1.100
C 2.185 1.125 0.469
H -0.065 -0.247 -0.190
H 0.223 -1.852 -1.994
*
```

Record 6
# C4H13N2

A 2-piece molecular cluster, C4H13N2 overall (the ωB97M-V functional and the def2-TZVPD basis, OMol25).

The geometry in ORCA input format:
```
! RIJCOSX wB97M-V def2-TZVPD def2/J DEFGRID3
* xyz 1 1
H -1.204 2.507 0.067
H -1.207 -1.031 1.082
N -1.523 -0.068 0.996
C -0.870 2.267 1.078
H -0.090 2.988 1.352
C -0.372 0.833 1.183
H 1.623 1.275 0.467
H 0.476 0.873 -0.808
C 1.129 -2.696 -1.634
H 2.186 -2.678 -1.876
H -1.898 0.046 0.055
H 0.707 -3.610 -1.237
H -1.694 2.444 1.765
H 0.021 0.660 2.189
C 0.797 0.612 0.211
H 1.131 -0.428 0.237
H 0.869 -0.783 -2.019
N 0.408 -1.662 -1.790
H -0.489 -1.549 -1.318
*
```

Record 7
# C4H13N2

A 3-piece molecular cluster, C4H13N2 overall (the ωB97M-V functional and the def2-TZVPD basis, OMol25).

The geometry in ORCA input format:
```
! RIJCOSX wB97M-V def2-TZVPD def2/J DEFGRID3
* xyz 1 1
H 0.463 3.209 1.043
H -4.641 -4.215 -2.475
H 1.728 -0.760 0.628
C 0.129 2.178 0.780
H -0.975 2.275 0.740
H 0.983 1.712 2.598
N -0.240 -1.573 0.995
N 0.483 1.298 1.805
C 0.746 1.644 -0.481
H 1.805 1.880 -0.549
H 1.183 -1.423 -0.951
C 0.822 -1.177 0.090
H 0.806 0.197 -1.889
H -0.068 -2.532 1.383
H -0.633 0.158 -1.073
C 0.443 0.105 -0.879
H -0.060 -1.093 1.900
H -3.293 -4.133 -2.376
H 0.319 2.250 -1.288
*
```

Record 8
# C4H13N2

A 2-piece molecular cluster, C4H13N2 overall (the ωB97M-V functional and the def2-TZVPD basis, OMol25).

The geometry in ORCA input format:
```
! RIJCOSX wB97M-V def2-TZVPD def2/J DEFGRID3
* xyz 1 1
H 2.863 -2.937 3.531
H -2.992 1.525 -0.015
N 0.116 -0.960 -0.040
N 2.537 -2.042 3.215
C 0.222 1.082 -1.365
H 1.240 -0.791 -1.792
C 0.268 -0.473 -1.318
C -2.282 1.071 -0.700
H 2.309 -1.437 3.984
H 0.123 1.388 -2.403
H -2.236 0.006 -0.461
H 1.772 -2.103 2.568
H -0.516 -0.851 -2.020
H -2.619 1.237 -1.721
H -0.594 1.374 0.548
H -0.895 2.771 -0.521
H 0.393 -1.960 -0.060
C -0.892 1.679 -0.455
H 1.186 1.421 -0.976
*
```

Record 9
# C4H13N2

A 2-piece molecular cluster, C4H13N2 overall (the ωB97M-V functional and the def2-TZVPD basis, OMol25).

The geometry in ORCA input format:
```
! RIJCOSX wB97M-V def2-TZVPD def2/J DEFGRID3
* xyz 1 1
C -0.812 0.248 -0.090
H 1.338 -0.553 1.736
H -2.747 -0.334 -0.868
H 2.077 1.006 0.720
H 1.022 1.788 -0.693
H -1.860 1.461 1.255
H 1.878 -1.589 0.606
C 0.980 -1.108 0.952
H 0.270 -1.815 1.140
H -0.171 1.570 -2.251
N -0.985 1.143 0.918
H 0.528 -0.911 -1.043
H -2.254 -1.148 0.483
C -1.856 -0.799 -0.398
N 0.523 -0.246 -0.177
H -0.146 1.713 1.000
H 2.345 0.386 -0.946
H -1.461 -1.728 -0.829
C 1.603 0.848 -0.310
*
```

Record 10
# C4H13N2

A 2-piece molecular cluster, C4H13N2 overall (the ωB97M-V functional and the def2-TZVPD basis, OMol25).

The geometry in ORCA input format:
```
! RIJCOSX wB97M-V def2-TZVPD def2/J DEFGRID3
* xyz 1 1
H 0.624 -2.902 1.141
H -0.120 2.014 1.075
H -0.131 -3.013 -0.449
H -0.181 2.794 -0.345
H -2.338 2.927 0.818
C 0.851 -1.154 -0.051
H -2.390 1.164 0.734
C -2.012 2.062 0.248
C 0.071 -2.347 0.391
C 2.060 -0.798 0.338
H -0.887 -2.047 0.822
H 0.731 -0.056 -1.798
H 2.543 0.088 -0.054
N -0.537 1.981 0.149
H -0.152 0.745 -0.474
H -2.431 2.124 -0.753
H 2.600 -1.404 1.048
H -0.701 -0.737 -1.359
N 0.139 -0.285 -1.003
*
```

Record 11
# C4H13N2

An isolated ion of composition C4H13N2 and charge +1 (the ωB97M-V functional and the def2-TZVPD basis, OMol25).

The geometry in ORCA input format:
```
! RIJCOSX wB97M-V def2-TZVPD def2/J DEFGRID3
* xyz 1 1
H -1.096 -0.316 -2.101
H 0.949 -1.312 -0.162
H -2.742 -1.206 -0.174
H 0.669 -0.268 1.975
H -0.439 1.007 2.054
H -1.458 -0.531 0.750
H -1.005 -1.906 -1.652
H 2.413 0.277 0.909
N -0.020 0.286 1.486
H -0.105 1.489 -0.316
C 2.018 1.096 0.330
H -2.329 0.286 -0.394
C 0.496 -0.511 -0.748
C 0.505 0.742 0.189
N -1.912 -0.604 -0.199
H 2.200 2.017 0.881
C -0.913 -0.911 -1.222
H 1.142 -0.472 -1.606
H 2.454 1.247 -0.652
*
```

Values from the calculation:
- SMILES = C[C@H](N)CC[NH3+]

Record 12
# C4H13N2

An isolated ion of composition C4H13N2 and charge +2 (the ωB97M-V functional and the def2-TZVPD basis, OMol25).

The geometry in ORCA input format:
```
! RIJCOSX wB97M-V def2-TZVPD def2/J DEFGRID3
* xyz 2 2
C 1.777 1.742 0.401
H 2.856 1.832 0.623
C -0.017 -0.865 -0.904
H -2.028 -1.213 1.142
H 2.133 -0.668 -0.623
C -2.415 -0.833 0.198
H 1.351 2.684 0.764
H -0.297 -1.944 -0.804
C 1.217 -0.695 -0.017
H 1.427 -1.479 0.731
H -2.891 -1.532 -0.465
H 1.675 1.660 -0.698
H -1.741 0.364 -1.288
H -3.133 -0.048 0.458
H -0.798 0.496 0.145
N -1.300 -0.111 -0.499
N 1.190 0.514 0.887
H 0.210 -0.462 -1.879
H 0.784 0.558 1.829
*
```

Values from the calculation:
- ⟨S²⟩ = 0.75

The following maximum force values (in eV/Å) correspond, in order, to the records above: 0.8, 0.2, 2.1, 4.9, 0.4, 1.2, 4.9, 3.2, 2.9, 0.2, 2.4, 2.8.
The following relative energy (zero: lowest compared OMol25 entry of this formula, charge and spin) values (in kcal per mole) correspond, in order, to the records above: 0.0, 88.8, 1.5, 76.6, 25.4, 54.6, 272.6, 143.6, 141.5, 23.4, 20.7, 31.3.